Here is a molecular structure, C49H62F4N7O2SeW from the Open Molecules 2025 dataset. Energies are from the ωB97M-V functional and the def2-TZVPD basis.

Atoms and positions in Å:
W1 0.73240 -0.14429 -0.29769
C1 2.68152 -2.59624 -1.21867
N1 1.49647 -2.28573 -0.36797
C2 0.40516 -3.21888 -0.78998
C3 1.85236 -2.57898 1.06754
C4 0.87712 -1.90023 2.00371
N2 0.74924 -0.47542 1.56962
C5 0.50718 0.51231 2.57750
C6 -0.60942 1.33968 2.50046
F1 -1.39872 1.26440 1.42134
C7 -0.89889 2.25087 3.50152
F2 -1.97025 3.01330 3.36920
C8 -0.07063 2.36721 4.60068
C9 1.04918 1.55744 4.68563
F3 1.86554 1.64561 5.71770
C10 1.33536 0.64028 3.69148
F4 2.41917 -0.13906 3.80338
H1 2.89389 -3.66424 -1.14850
H2 3.55188 -2.05371 -0.86505
H3 2.47867 -2.34981 -2.25940
H4 0.78338 -4.24068 -0.74343
H5 0.10612 -2.99786 -1.81328
H6 -0.45635 -3.11952 -0.13745
H7 2.85829 -2.20072 1.24112
H8 1.86094 -3.66000 1.22034
H9 1.23871 -1.94751 3.02771
H10 -0.11804 -2.35032 1.97627
H11 -0.29025 3.08199 5.38365
C11 0.94239 5.63667 -5.61707
C12 -0.25979 4.71089 -5.37736
C13 -1.52579 5.54986 -5.14168
C14 -0.46783 3.84121 -6.61689
C15 0.00415 3.86978 -4.13297
C16 0.07923 2.47173 -4.17640
C17 0.27595 1.78605 -3.00310
Se1 0.48709 -0.14438 -3.06377
C18 -1.32987 -0.73980 -2.96475
C19 -2.05354 -0.95521 -4.10898
C20 -3.38219 -1.38939 -3.98696
C21 -3.87904 -1.59014 -2.70350
C22 -3.15873 -1.40232 -1.51545
C23 -1.84706 -0.96884 -1.68653
O1 -0.97010 -0.76518 -0.64475
C24 -3.85722 -1.56096 -0.15570
C25 -2.95027 -2.16961 0.92203
C26 -5.09456 -2.46166 -0.26521
C27 -4.30639 -0.15766 0.28542
C28 -4.21438 -1.61569 -5.24227
C29 -3.52197 -2.68105 -6.10754
C30 -4.29920 -0.29278 -6.02090
C31 -5.63103 -2.08797 -4.91733
C32 0.43578 2.43833 -1.78292
O2 0.54017 1.58928 -0.68060
C33 0.47085 3.82317 -1.69773
C34 0.21409 4.48551 -2.90407
C35 0.74593 4.65340 -0.43884
C36 1.31387 3.83101 0.72114
C37 -0.56976 5.30573 0.00873
C38 1.78185 5.74032 -0.77169
H12 0.76367 6.24071 -6.50647
H13 1.85710 5.06314 -5.77699
H14 1.10640 6.32148 -4.78426
H15 -1.72905 6.15440 -6.02531
H16 -1.41564 6.22997 -4.29652
H17 -2.39287 4.91293 -4.95851
H18 -0.67300 4.48202 -7.47303
H19 -1.32208 3.16932 -6.50398
H20 0.42057 3.25338 -6.85877
H21 -0.01091 1.93668 -5.11205
H22 -1.60876 -0.78596 -5.08062
H23 -4.90023 -1.91971 -2.61205
H24 -2.56970 -3.14596 0.60986
H25 -3.53917 -2.32884 1.82511
H26 -2.12356 -1.50976 1.18530
H27 -4.85183 -3.43794 -0.68822
H28 -5.88743 -2.00848 -0.85839
H29 -5.50432 -2.62050 0.73175
H30 -3.45728 0.51700 0.40461
H31 -4.83201 -0.21936 1.23927
H32 -4.98743 0.27616 -0.44733
H33 -2.52332 -2.37270 -6.42082
H34 -4.10930 -2.85229 -7.00943
H35 -3.43975 -3.62898 -5.57339
H36 -3.31439 0.06424 -6.32841
H37 -4.77982 0.48462 -5.42463
H38 -4.89088 -0.44110 -6.92390
H39 -5.63119 -3.04125 -4.38551
H40 -6.17773 -2.23588 -5.84777
H41 -6.18362 -1.35218 -4.33012
H42 0.18660 5.56548 -2.87678
H43 0.58144 3.12840 1.11775
H44 1.57649 4.51161 1.53129
H45 2.22210 3.29125 0.43601
H46 -1.31814 4.55159 0.26362
H47 -0.98603 5.94199 -0.77218
H48 -0.39499 5.92762 0.88740
H49 2.71573 5.29841 -1.12476
H50 1.99665 6.31371 0.13012
H51 1.43439 6.44763 -1.52162
C39 3.54191 0.66093 -2.78231
C40 3.80368 0.43614 -1.33882
N3 2.89902 0.27128 -0.35252
C41 3.63141 0.22580 0.84254
C42 4.94276 0.32574 0.55919
N4 5.03576 0.44880 -0.81073
C43 6.29204 0.21197 -1.55994
N5 6.40314 -1.17320 -1.87694
N6 5.59631 -1.63082 -2.88208
N7 5.47454 -2.89252 -2.78657
C44 6.19073 -3.32850 -1.68128
C45 6.36943 -4.61897 -1.17315
C46 7.11289 -4.73620 -0.02259
C47 7.68002 -3.60473 0.60486
C48 7.52453 -2.33129 0.10076
C49 6.76092 -2.22221 -1.06395
H52 2.78944 1.44152 -2.89971
H53 3.24065 -0.24966 -3.29709
H54 4.44133 0.99508 -3.28968
H55 3.17180 0.15042 1.80746
H56 5.80373 0.33502 1.20490
H57 7.12393 0.53336 -0.93912
H58 6.28386 0.79164 -2.47722
H59 5.96020 -5.47847 -1.68665
H60 7.29348 -5.71414 0.40150
H61 8.27661 -3.74552 1.49598
H62 8.00932 -1.48316 0.56660

**Relative energy (zero: lowest compared OMol25 entry of this formula, charge and spin)**: 0.260 eV
**Gap between HOMO and LUMO**: 5.03 eV
**Max |F|**: 0.007 hartree/bohr
**Total charge**: +3
**E_tot**: -144363.339 eV
**LUMO**: -10.532 eV
**E_HOMO**: -0.57188 Ha
**Spin multiplicity**: 1



Here is 2 unconnected molecules or ions with the total composition C6H16N3 from the Open Molecules 2025 dataset. Energies are from the ωB97M-V functional and the def2-TZVPD basis.

Atoms and positions in Å:
C1 2.17123 0.02247 0.05124
C2 -1.16886 0.31216 1.36119
C3 -2.25150 -0.29251 -0.86863
C4 -0.38480 -1.75708 0.22334
C5 0.13691 1.67572 -1.23254
C6 -0.88383 -0.30489 0.00354
N1 2.55730 0.69109 1.12525
N2 0.12409 0.22052 -0.92844
N3 2.77618 -0.79802 -0.79165
H1 -1.15276 1.37469 1.36681
H2 -2.10705 0.00248 1.65348
H3 -0.40841 0.12991 2.15112
H4 -2.92515 -0.82872 -0.23078
H5 -1.93564 -0.87229 -1.71443
H6 -2.73031 0.58073 -1.27104
H7 0.38881 -1.63794 0.99949
H8 -1.16538 -2.38891 0.46394
H9 0.04102 -2.04954 -0.67082
H10 -0.90107 1.90174 -1.65630
H11 0.23497 2.11782 -0.29817
H12 0.87598 1.82189 -2.02274
H13 2.10800 1.30612 1.78472
H14 3.54743 0.48568 1.36014
H15 3.67980 -1.24087 -0.42026
H16 2.40625 -1.28541 -1.62271

**Relative energy (zero: lowest compared OMol25 entry of this formula, charge and spin)**: 3.497 eV
**Gap between HOMO and LUMO (alpha / beta)**: 8.61 / 8.67 eV
**Max |F|**: 0.107 hartree/bohr
**Total charge**: +1
**E_tot**: -10941.352 eV
**LUMO (alpha / beta)**: -4.676 / -4.626 eV
**E_HOMO (alpha / beta)**: -0.48836 / -0.48851 Ha
**Spin multiplicity**: 1



Here is a molecular structure, C20H34Br4CoN4O6SeSi2Te from the Open Molecules 2025 dataset. Energies are from the ωB97M-V functional and the def2-TZVPD basis.

Atoms and positions in Å:
Co1 0.15251 -2.19954 -0.34480
Br1 -4.90301 -3.90293 4.09567
C1 -3.19887 -3.58924 3.32394
C2 -2.03945 -3.85608 4.02683
Br2 -2.11856 -4.54147 5.79354
C3 -0.78905 -3.62971 3.42399
Br3 0.84265 -3.92524 4.33707
C4 -0.68070 -3.14297 2.12269
O1 0.43863 -2.90616 1.51541
C5 -1.88717 -2.83164 1.40936
O2 -1.74498 -2.29385 0.23373
C6 -3.10997 -3.07524 2.01818
Br4 -4.64687 -2.62159 1.00169
C7 1.71166 3.22834 -1.21142
Si1 3.10014 2.36215 -0.28055
C8 4.33494 3.71830 0.19293
C9 3.96910 1.13942 -1.38932
C10 2.46299 1.65638 1.32594
Te1 1.49649 -0.29261 1.46278
C11 0.49168 0.33396 3.27303
Si2 -0.95387 1.50212 3.10335
C12 -2.41195 0.73293 2.23408
C13 -0.51073 3.08357 2.17788
C14 -1.50022 2.02360 4.83564
H1 2.11637 3.75630 -2.08001
H2 1.22423 3.96594 -0.56726
H3 0.93735 2.54950 -1.57323
H4 4.70670 4.24841 -0.68841
H5 5.19487 3.28522 0.71072
H6 3.87702 4.45202 0.86178
H7 4.14966 1.58723 -2.37109
H8 3.38309 0.22379 -1.51839
H9 4.93461 0.84801 -0.96832
H10 1.76110 2.39040 1.72909
H11 3.29726 1.59129 2.03070
H12 1.26644 0.76293 3.91412
H13 0.16434 -0.59714 3.74900
H14 -2.12041 0.22021 1.31465
H15 -3.14438 1.50377 1.97618
H16 -2.90978 -0.00539 2.86506
H17 -0.19951 2.86707 1.15241
H18 0.28993 3.64755 2.66351
H19 -1.39378 3.72735 2.13067
H20 -1.82942 1.15486 5.41094
H21 -2.33505 2.72852 4.78514
H22 -0.68592 2.50235 5.38626
O3 3.57807 -3.77933 -0.55613
Se1 2.50251 -3.12133 -1.56212
O4 2.13829 -1.53662 -1.11864
O5 0.95760 -3.75617 -1.35683
O6 2.92999 -3.18119 -3.12717
C15 0.13827 -1.59514 -3.35345
N1 -0.33851 -0.81726 -4.50117
C16 -0.11289 0.59753 -4.21499
N2 -0.81863 1.04174 -3.00914
C17 -0.34485 0.23324 -1.88366
N3 -0.56979 -1.20975 -2.10257
C18 -2.02350 -1.41832 -2.32009
N4 -2.52000 -0.64007 -3.45812
C19 -1.77255 -1.03189 -4.65203
C20 -2.24602 0.77238 -3.19335
H23 1.20206 -1.42632 -3.21754
H24 -0.01757 -2.65940 -3.52105
H25 -0.46074 1.19439 -5.06404
H26 0.95779 0.76256 -4.07721
H27 -0.86881 0.53291 -0.97321
H28 0.72715 0.37303 -1.74172
H29 -2.55881 -1.13577 -1.41836
H30 -2.19144 -2.48112 -2.49511
H31 -2.13499 -0.44839 -5.50475
H32 -1.95122 -2.09173 -4.84670
H33 -2.78159 1.07183 -2.28943
H34 -2.60996 1.36751 -4.03657

**Relative energy (zero: lowest compared OMol25 entry of this formula, charge and spin)**: 0.000 eV
**Gap between HOMO and LUMO (alpha / beta)**: 6.03 / 6.04 eV
**Max |F|**: 0.017 hartree/bohr
**Total charge**: -2
**E_tot**: -445731.323 eV
**Expectation value of S²**: 1.22
**LUMO (alpha / beta)**: 3.945 / 3.944 eV
**E_HOMO (alpha / beta)**: -0.07661 / -0.07696 Ha
**Spin multiplicity**: 2



> Which of these has the lowest relative energy (zero: lowest compared OMol25 entry of this formula, charge and spin)?

C20H34Br4CoN4O6SeSi2Te



> Look up the relative energy (zero: lowest compared OMol25 entry of this formula, charge and spin) of the second one.

3.497 eV



> Which value of relative energy (zero: lowest compared OMol25 entry of this formula, charge and spin) does entry 1 give?

0.260 eV



> The highest total charge belongs to which entry?

C49H62F4N7O2SeW